Record 1
This record from OMol25 describes a molecular structure, C16H45N8O10P4Ti. The level of theory is the ωB97M-V functional and the def2-TZVPD basis.

Results
⟨S²⟩: 2.002
HOMO (alpha / beta): -8.562 / -11.687 eV
multiplicity: 3
net charge: +1
HOMO-LUMO gap (alpha / beta): 6.887 / 9.995 eV
energy above the lowest of the compared OMol25 structures with the same formula, charge and spin: 0.0 kcal per mole

CARTESIAN COORDINATES (ANGSTROEM)
Ti (1.3538, -0.2015, 0.5550)
C (-1.0814, 0.5325, -4.3320)
N (-0.6279, -0.4271, -3.3347)
C (0.1607, -1.5399, -3.8585)
P (-1.2606, -0.6385, -1.8368)
O (-0.2607, -0.7519, -0.7475)
O (-2.2195, 0.6347, -1.6859)
P (-1.9391, 1.9402, -0.7322)
O (-0.4978, 2.2476, -0.6736)
N (-2.7830, 3.1676, -1.4033)
C (-2.1347, 4.0964, -2.3227)
C (-4.2330, 3.0966, -1.5290)
N (-2.7373, 1.5150, 0.6271)
C (-3.2676, 0.1983, 0.9438)
C (-2.5697, 2.4148, 1.7656)
N (-2.1847, -1.9785, -1.8547)
C (-3.0887, -2.2499, -2.9627)
C (-2.4187, -2.7764, -0.6540)
H (-0.2164, 0.9759, -4.8285)
H (-1.6516, 1.3262, -3.8623)
H (-1.7034, 0.0562, -5.0964)
H (0.9984, -1.1510, -4.4401)
H (-0.4345, -2.1887, -4.5082)
H (0.5604, -2.1369, -3.0392)
H (-1.0639, 4.0977, -2.1456)
H (-2.5248, 5.1007, -2.1533)
H (-2.3252, 3.8317, -3.3679)
H (-4.6442, 2.4638, -0.7466)
H (-4.5338, 2.6982, -2.5025)
H (-4.6550, 4.0966, -1.4231)
H (-3.5983, -0.3007, 0.0369)
H (-4.1369, 0.3228, 1.5918)
H (-2.5332, -0.4244, 1.4589)
H (-2.2189, 3.3874, 1.4215)
H (-1.8492, 2.0107, 2.4800)
H (-3.5264, 2.5579, 2.2706)
H (-2.8348, -1.6284, -3.8181)
H (-4.1277, -2.0512, -2.6871)
H (-3.0067, -3.2973, -3.2587)
H (-1.7214, -2.4908, 0.1283)
H (-2.2781, -3.8342, -0.8867)
H (-3.4386, -2.6435, -0.2833)
N (1.7263, 2.0117, 1.1792)
C (2.3836, 3.0294, 0.3345)
C (3.4853, 2.4538, -0.5495)
C (2.9732, 1.6350, -1.7307)
N (2.6312, 0.2490, -1.3528)
H (0.8037, 2.3430, 1.4383)
H (2.2724, 1.8682, 2.0249)
H (2.8008, 3.8292, 0.9523)
H (1.6150, 3.4699, -0.3001)
H (4.1823, 1.8549, 0.0466)
H (4.0595, 3.2942, -0.9453)
H (3.7253, 1.6380, -2.5251)
H (2.0715, 2.1023, -2.1279)
H (3.4779, -0.3129, -1.3222)
H (2.0412, -0.1639, -2.0706)
C (1.4397, 0.7066, 4.7741)
C (1.4140, -0.7341, 4.2972)
O (1.3056, -1.5900, 5.4457)
P (-0.0562, -1.0861, 3.2807)
O (0.0635, -2.5976, 2.8771)
O (-1.3070, -0.9870, 4.2445)
O (-0.2456, -0.1461, 2.1353)
P (2.8813, -1.2736, 3.3284)
O (4.1358, -0.9114, 4.2459)
O (2.6927, -2.7586, 3.2156)
O (3.0114, -0.4530, 2.0653)
H (0.6604, 0.8543, 5.5221)
H (1.2566, 1.3891, 3.9458)
H (2.4047, 0.9321, 5.2258)
H (1.6158, -2.4719, 5.1873)
H (1.0208, -2.8960, 2.8593)
H (-1.2009, -1.5052, 5.0545)
H (4.3396, -1.5931, 4.8959)
N (3.3019, -2.7183, 0.2615)
C (3.5235, -3.9871, -0.1155)
C (2.3427, -4.4611, -0.6393)
C (1.4435, -3.3923, -0.5124)
N (2.0347, -2.3379, 0.0436)
H (3.8826, -2.1128, 0.8253)
H (4.4809, -4.4574, 0.0197)
H (2.1571, -5.4391, -1.0439)
H (0.4056, -3.3330, -0.7954)

Atoms 1-3, force components in eV/Å:
Ti 0.079 0.407 -0.180
C 0.059 0.012 -0.011
N -0.058 -0.078 0.111

---

Record 2
This record from OMol25 describes a molecular structure, C22H29ClN6O4S3 in a non-equilibrium geometry. The level of theory is the ωB97M-V functional and the def2-TZVPD basis.

Results
HOMO: -8.789 eV
HOMO-LUMO gap: 7.949 eV

CARTESIAN COORDINATES (ANGSTROEM)
O (3.3957, -4.5558, 1.8180)
C (2.9118, -3.4817, 1.9744)
O (3.2571, -2.4518, 1.2031)
C (2.4195, -1.2966, 1.3132)
C (0.9375, -1.4655, 0.8961)
C (0.7083, -1.1032, -0.5509)
C (1.0501, -2.0496, -1.5715)
Cl (1.5872, -3.6389, -1.1248)
C (0.9417, -1.8147, -2.8881)
C (0.4423, -0.5655, -3.3250)
N (0.2667, -0.1461, -4.5614)
S (-0.3466, 1.3477, -4.4430)
N (-0.4023, 1.4921, -2.8658)
C (0.0547, 0.3706, -2.3146)
C (0.1821, 0.1060, -0.9148)
C (-0.2554, 1.1651, 0.0617)
C (-1.6423, 1.7490, -0.2047)
C (-2.7220, 0.6747, -0.3108)
S (-3.6591, 0.6697, 1.2500)
C (-4.5316, -0.8654, 1.2151)
S (-4.2080, -2.0119, 2.3098)
N (-5.5289, -1.0443, 0.2623)
C (-6.4115, -0.1111, -0.2672)
C (-7.2002, -0.7732, -1.1202)
N (-6.8359, -2.1194, -1.1768)
C (-5.8469, -2.2359, -0.3410)
H (2.2006, -3.3094, 2.7891)
H (2.5070, -0.8745, 2.3122)
H (2.8585, -0.5667, 0.6436)
H (0.3957, -0.7875, 1.5330)
H (0.5475, -2.4607, 1.0959)
H (1.2281, -2.5612, -3.6101)
H (0.4532, 1.9911, 0.0541)
H (-0.2829, 0.8053, 1.0791)
H (-1.6534, 2.4106, -1.0542)
H (-1.8852, 2.3711, 0.6565)
H (-3.3904, 0.9140, -1.1322)
H (-2.3233, -0.3203, -0.4881)
H (-6.4241, 0.9257, 0.0012)
H (-8.0115, -0.3949, -1.7095)
H (-5.3883, -3.1948, -0.1835)
C (5.1078, -2.3459, -1.7653)
C (6.2738, -2.3262, -2.7234)
O (6.4871, -1.3862, -3.4714)
N (7.0926, -3.4127, -2.7239)
C (6.9935, -4.6116, -1.9112)
H (4.5477, -1.4220, -1.8788)
H (4.4450, -3.1840, -1.9820)
H (5.4577, -2.4201, -0.7351)
H (7.8518, -3.3436, -3.3823)
H (7.8975, -4.7288, -1.3109)
H (6.8891, -5.4877, -2.5536)
H (6.1374, -4.5616, -1.2474)
C (-0.5719, 5.9315, 2.9353)
C (-1.5447, 4.7767, 2.9582)
O (-1.2146, 3.6446, 2.6392)
N (-2.8181, 5.0370, 3.3500)
C (-3.3920, 6.3052, 3.7615)
H (0.3935, 5.5632, 2.6034)
H (-0.9090, 6.7048, 2.2443)
H (-0.4602, 6.3604, 3.9316)
H (-3.4145, 4.2242, 3.3435)
H (-3.7731, 6.2257, 4.7807)
H (-4.2203, 6.5682, 3.1018)
H (-2.6517, 7.0963, 3.7256)

Atoms 1-3, force components in eV/Å:
O 0.314 -0.671 -0.098
C 0.310 -0.364 0.123
O -0.462 0.366 -0.054

---

Record 3
This record from OMol25 describes a molecular structure, C5H11O4P in a non-equilibrium geometry. The level of theory is the ωB97M-V functional and the def2-TZVPD basis.

Results
HOMO: -9.170 eV
HOMO-LUMO gap: 9.779 eV
energy above the lowest of the compared OMol25 structures with the same formula, charge and spin: 74.3 kcal per mole

CARTESIAN COORDINATES (ANGSTROEM)
C (-0.5993, -0.2173, 0.5803)
C (-1.7322, -1.1132, -0.0285)
C (0.3512, -1.1709, 1.4059)
C (-2.5439, -0.1376, -0.8250)
C (3.3054, 1.6110, 0.3198)
O (3.9604, -1.4520, -0.3906)
O (-1.3186, -2.2284, -0.5951)
O (1.4887, -1.4196, 1.1606)
O (2.4291, 0.5816, -0.3728)
P (2.6476, -0.9566, -0.7443)
H (0.0745, 0.2368, -0.1759)
H (-1.2006, 0.5022, 1.2314)
H (-2.2961, -1.4908, 0.8282)
H (-0.1352, -1.6805, 2.2289)
H (-1.8782, 0.5872, -1.4532)
H (-2.9283, 0.4987, -0.0760)
H (-3.3412, -0.7077, -1.2807)
H (2.8937, 2.6516, 0.1032)
H (4.3131, 1.7463, -0.0924)
H (3.2403, 1.3498, 1.3089)
H (-0.7055, -2.0580, -1.4479)

Atoms 1-3, force components in eV/Å:
C 0.965 -1.152 1.231
C 0.513 3.171 2.187
C -2.671 1.634 -0.505

---

Record 4
This record from OMol25 describes 2 unconnected molecules or ions with the total composition C4H7IO2 in a non-equilibrium geometry. The level of theory is the ωB97M-V functional and the def2-TZVPD basis.

Results
HOMO: -9.551 eV
HOMO-LUMO gap: 9.307 eV
energy above the lowest of the compared OMol25 structures with the same formula, charge and spin: 41.8 kcal per mole

CARTESIAN COORDINATES (ANGSTROEM)
C (0.2688, -0.8930, 1.7955)
C (0.1846, -0.8165, -1.3915)
C (0.1303, 1.4744, -0.0976)
C (-0.5268, 0.2587, -0.6157)
O (1.3893, -0.4928, 1.6382)
O (-0.7924, -0.8389, 1.0656)
I (-2.6396, 0.5845, -0.8410)
H (-0.0200, -1.4378, 2.7520)
H (1.1488, -0.7769, -0.8158)
H (0.1679, -0.5572, -2.4734)
H (-0.2648, -1.8399, -1.3551)
H (-0.5869, 1.8290, 0.7310)
H (1.1008, 1.4267, 0.5262)
H (0.4401, 2.0798, -0.9184)

Atoms 1-3, force components in eV/Å:
C -1.123 -1.301 2.071
C -0.043 0.238 0.361
C 0.592 0.183 3.479

---

Copy entry 2 word for word.
This record from OMol25 describes a molecular structure, C22H29ClN6O4S3 in a non-equilibrium geometry. The level of theory is the ωB97M-V functional and the def2-TZVPD basis.

Results
HOMO: -8.789 eV
HOMO-LUMO gap: 7.949 eV

CARTESIAN COORDINATES (ANGSTROEM)
O (3.3957, -4.5558, 1.8180)
C (2.9118, -3.4817, 1.9744)
O (3.2571, -2.4518, 1.2031)
C (2.4195, -1.2966, 1.3132)
C (0.9375, -1.4655, 0.8961)
C (0.7083, -1.1032, -0.5509)
C (1.0501, -2.0496, -1.5715)
Cl (1.5872, -3.6389, -1.1248)
C (0.9417, -1.8147, -2.8881)
C (0.4423, -0.5655, -3.3250)
N (0.2667, -0.1461, -4.5614)
S (-0.3466, 1.3477, -4.4430)
N (-0.4023, 1.4921, -2.8658)
C (0.0547, 0.3706, -2.3146)
C (0.1821, 0.1060, -0.9148)
C (-0.2554, 1.1651, 0.0617)
C (-1.6423, 1.7490, -0.2047)
C (-2.7220, 0.6747, -0.3108)
S (-3.6591, 0.6697, 1.2500)
C (-4.5316, -0.8654, 1.2151)
S (-4.2080, -2.0119, 2.3098)
N (-5.5289, -1.0443, 0.2623)
C (-6.4115, -0.1111, -0.2672)
C (-7.2002, -0.7732, -1.1202)
N (-6.8359, -2.1194, -1.1768)
C (-5.8469, -2.2359, -0.3410)
H (2.2006, -3.3094, 2.7891)
H (2.5070, -0.8745, 2.3122)
H (2.8585, -0.5667, 0.6436)
H (0.3957, -0.7875, 1.5330)
H (0.5475, -2.4607, 1.0959)
H (1.2281, -2.5612, -3.6101)
H (0.4532, 1.9911, 0.0541)
H (-0.2829, 0.8053, 1.0791)
H (-1.6534, 2.4106, -1.0542)
H (-1.8852, 2.3711, 0.6565)
H (-3.3904, 0.9140, -1.1322)
H (-2.3233, -0.3203, -0.4881)
H (-6.4241, 0.9257, 0.0012)
H (-8.0115, -0.3949, -1.7095)
H (-5.3883, -3.1948, -0.1835)
C (5.1078, -2.3459, -1.7653)
C (6.2738, -2.3262, -2.7234)
O (6.4871, -1.3862, -3.4714)
N (7.0926, -3.4127, -2.7239)
C (6.9935, -4.6116, -1.9112)
H (4.5477, -1.4220, -1.8788)
H (4.4450, -3.1840, -1.9820)
H (5.4577, -2.4201, -0.7351)
H (7.8518, -3.3436, -3.3823)
H (7.8975, -4.7288, -1.3109)
H (6.8891, -5.4877, -2.5536)
H (6.1374, -4.5616, -1.2474)
C (-0.5719, 5.9315, 2.9353)
C (-1.5447, 4.7767, 2.9582)
O (-1.2146, 3.6446, 2.6392)
N (-2.8181, 5.0370, 3.3500)
C (-3.3920, 6.3052, 3.7615)
H (0.3935, 5.5632, 2.6034)
H (-0.9090, 6.7048, 2.2443)
H (-0.4602, 6.3604, 3.9316)
H (-3.4145, 4.2242, 3.3435)
H (-3.7731, 6.2257, 4.7807)
H (-4.2203, 6.5682, 3.1018)
H (-2.6517, 7.0963, 3.7256)

Atoms 1-3, force components in eV/Å:
O 0.314 -0.671 -0.098
C 0.310 -0.364 0.123
O -0.462 0.366 -0.054